The following is a DFT calculation (ωB97M-V with the def2-TZVPD basis set) of a 2-piece molecular cluster, BrH2OPS overall in a non-equilibrium geometry.

Structure (XYZ):
```
6
Properties=species:S:1:pos:R:3:nbo_charge:R:1
O -0.095 -1.061 -0.818 -0.9957
P 0.666 -0.162 0.274 1.1669
S 0.667 1.593 -1.002 -0.1840
Br -2.030 -0.538 2.054 -0.6346
H -0.579 -1.818 -0.447 0.5412
H 1.372 1.987 -0.061 0.1063
```

Values from the calculation:
HOMO (spin up / spin down) in eV: -8.90 / -8.90
Charge: 0
ΔE to the lowest compared entry with this formula, charge and spin in kJ/mol: 165.1